{
  "formula": "C14H23N3OPS3",
  "method": "wB97M-V/def2-TZVPD",
  "species": ["C", "P", "C", "S", "C", "C", "C", "S", "C", "S", "N", "C", "C", "N", "C", "C", "C", "C", "O", "H", "H", "H", "H", "H", "H", "H", "H", "H", "H", "H", "H", "H", "H", "H", "H", "H", "H", "H", "H", "C", "C", "N", "H", "H", "H"],
  "coordinates": [[2.1171, 3.7741, 1.3769], [0.2677, 3.7118, 1.6813], [-0.3937, 5.2643, 2.4808], [-0.8347, 3.1678, -0.0702], [0.1094, 1.7753, -0.8805], [0.5039, 0.6893, 0.1764], [1.3365, -0.5112, -0.4158], [1.5203, -1.7325, 0.9775], [1.4313, -3.4065, 0.2613], [1.9250, -3.6318, -1.2868], [0.9061, -4.4473, 1.0989], [1.3944, -4.9677, 2.3033], [0.3938, -5.9791, 2.5657], [-0.6007, -6.0686, 1.5788], [-0.2610, -5.0925, 0.6936], [-0.9103, 4.6195, -1.2089], [-2.4846, 4.7960, -1.6932], [-3.5318, 4.9530, -0.4689], [-3.3672, 3.6871, -1.3670], [2.5648, 4.7275, 1.7457], [2.5520, 2.8921, 1.9250], [2.4069, 3.6106, 0.2992], [-1.1595, 4.9326, 3.2346], [0.4116, 5.7673, 3.0880], [-0.7954, 6.0389, 1.7828], [0.9612, 2.2000, -1.4683], [-0.6201, 1.3595, -1.6326], [-0.4615, 0.2595, 0.5718], [1.0699, 1.0849, 1.0588], [2.3791, -0.1206, -0.5876], [0.9104, -0.9721, -1.3373], [2.3026, -4.6669, 2.8531], [0.4147, -6.6571, 3.4427], [-0.7595, -4.8219, -0.2567], [-0.3194, 4.4421, -2.1414], [-0.6393, 5.5823, -0.7058], [-2.6847, 5.4107, -2.6392], [-4.4957, 5.4451, -0.7201], [-3.3515, 4.3233, 0.4359], [0.0144, -7.1049, -2.3604], [-0.1350, -6.5003, -3.6808], [-0.2537, -6.0223, -4.7185], [0.5389, -6.4385, -1.6730], [-0.9537, -7.3368, -1.9132], [0.5812, -8.0358, -2.4060]],
  "forces_ev_per_angstrom": [[0.37, -0.07, -0.81], [0.97, -1.27, 1.91], [-0.23, 0.65, -0.08], [-0.05, 1.20, -0.32], [0.48, -0.21, -0.60], [-0.84, -0.79, 0.31], [0.90, 0.69, 0.11], [-0.74, -0.74, 0.03], [0.62, 0.83, -0.90], [-0.66, -0.22, 1.04], [0.22, 1.07, -0.98], [-3.16, -2.07, -0.15], [1.40, 0.95, -0.16], [2.07, 2.48, -0.52], [0.30, -1.60, 1.77], [-2.05, 0.31, -2.04], [-1.06, -0.51, 3.55], [1.02, -3.19, -3.14], [0.98, 2.63, -1.41], [-0.34, -0.77, -0.34], [-0.51, 1.02, -0.31], [-0.36, 0.43, 1.00], [0.56, 0.34, -1.01], [-0.45, -0.75, -0.80], [0.17, -0.62, 0.61], [-0.56, -0.23, 0.71], [0.57, 0.44, 0.87], [0.94, 0.50, -0.22], [-0.57, -0.07, -0.89], [-1.06, -0.57, -0.34], [0.34, 0.26, 0.82], [-0.81, -0.08, -0.72], [-0.16, 0.56, -0.89], [0.39, -0.25, 0.94], [-0.12, 0.12, 0.99], [0.12, -1.16, -0.26], [0.36, -1.12, 1.46], [0.88, -0.30, 0.65], [0.01, 2.12, 0.09], [0.03, -0.18, 0.38], [0.02, -0.03, 0.06], [0.02, -0.01, 0.16], [0.02, 0.06, -0.21], [-0.03, 0.06, -0.18], [-0.02, 0.08, -0.19]],
  "lowdin_charge": [-0.300, 0.719, -0.301, 0.870, -0.347, -0.337, -0.462, 0.867, -1.011, 0.742, -0.197, -0.031, -0.128, 0.059, -0.167, -0.302, -0.258, 0.003, -0.188, 0.051, 0.047, 0.050, 0.052, 0.065, 0.041, 0.104, 0.119, 0.120, 0.072, 0.090, 0.071, 0.122, 0.103, 0.129, 0.096, 0.093, 0.163, 0.112, 0.102, -0.080, -0.283, 0.125, 0.031, 0.086, 0.087],
  "homo_lumo_gap_ev": 7.67,
  "charge": 1
}